Entry 1:
{"formula": "C36H52BN2Si2Sn", "method": "ωB97M-V with the def2-TZVPD basis set", "species": ["Sn", "C", "Si", "C", "C", "C", "C", "C", "C", "C", "Si", "C", "C", "H", "H", "H", "H", "H", "H", "H", "H", "H", "H", "H", "H", "H", "H", "H", "H", "C", "C", "C", "C", "C", "C", "C", "C", "C", "C", "C", "C", "N", "B", "N", "C", "C", "C", "C", "C", "C", "C", "C", "C", "C", "C", "C", "C", "C", "H", "H", "H", "H", "H", "H", "H", "H", "H", "H", "H", "H", "H", "H", "H", "H", "H", "H", "H", "H", "H", "H", "H", "H", "H", "H", "H", "H", "H", "H", "H", "H", "H", "H", "H", "H"], "positions_angstrom": [[6.336, -19.183, -1.982], [4.337, -15.510, -1.525], [5.677, -16.779, -1.174], [5.734, -16.932, 0.694], [7.231, -15.855, -1.740], [7.521, -14.670, -1.061], [8.611, -13.871, -1.449], [9.428, -14.280, -2.523], [9.145, -15.488, -3.189], [8.060, -16.276, -2.801], [7.828, -17.929, -3.693], [7.530, -17.503, -5.482], [9.518, -18.739, -3.615], [4.627, -14.602, -0.936], [3.338, -15.824, -1.162], [4.244, -15.211, -2.593], [5.629, -15.884, 1.071], [6.667, -17.381, 1.106], [4.882, -17.528, 1.097], [6.896, -14.361, -0.216], [8.814, -12.943, -0.914], [10.268, -13.659, -2.851], [9.793, -15.827, -4.018], [8.476, -17.005, -5.827], [6.690, -16.801, -5.662], [7.363, -18.416, -6.105], [10.236, -18.010, -4.060], [9.538, -19.662, -4.237], [9.886, -18.991, -2.597], [7.217, -22.754, -6.433], [5.696, -22.744, -6.200], [4.980, -23.846, -7.005], [5.150, -21.376, -6.558], [5.245, -20.912, -7.877], [4.723, -19.666, -8.242], [4.084, -18.863, -7.290], [3.957, -19.300, -5.965], [3.161, -18.490, -4.959], [3.796, -17.109, -4.753], [1.703, -18.349, -5.435], [4.510, -20.539, -5.621], [4.311, -21.052, -4.304], [4.855, -20.479, -3.030], [4.276, -21.530, -2.103], [3.471, -22.454, -2.774], [3.494, -22.163, -4.093], [4.312, -21.392, -0.687], [5.313, -22.003, 0.094], [5.353, -21.683, 1.453], [4.412, -20.836, 2.035], [3.389, -20.295, 1.249], [3.312, -20.577, -0.122], [2.156, -20.039, -0.943], [2.230, -18.510, -1.063], [0.808, -20.475, -0.334], [6.272, -23.053, -0.443], [5.538, -24.312, -0.924], [7.283, -22.566, -1.487], [7.642, -23.739, -6.137], [7.769, -21.979, -5.845], [7.458, -22.604, -7.506], [5.542, -22.969, -5.131], [5.151, -23.734, -8.096], [3.882, -23.855, -6.847], [5.352, -24.838, -6.692], [5.737, -21.545, -8.632], [4.828, -19.313, -9.276], [3.633, -17.897, -7.579], [3.137, -19.002, -3.976], [3.873, -16.561, -5.711], [4.829, -17.174, -4.345], [3.197, -16.483, -4.059], [1.636, -17.791, -6.394], [1.067, -17.819, -4.693], [1.230, -19.338, -5.608], [2.865, -23.219, -2.268], [2.999, -22.707, -4.917], [6.143, -22.141, 2.074], [4.493, -20.581, 3.095], [2.620, -19.648, 1.689], [2.168, -20.451, -1.969], [2.162, -18.016, -0.071], [1.396, -18.113, -1.684], [3.171, -18.151, -1.539], [0.676, -20.066, 0.697], [0.736, -21.576, -0.268], [-0.023, -20.109, -0.967], [6.837, -23.356, 0.450], [5.052, -24.167, -1.909], [4.747, -24.623, -0.208], [6.240, -25.162, -1.044], [6.789, -22.335, -2.463], [8.027, -23.364, -1.685], [7.870, -21.668, -1.153]], "atomic_forces_ev_per_a": [[0.34, 0.86, -0.25], [-0.68, 0.81, 0.08], [0.42, -1.30, -0.73], [-0.18, 0.53, 1.01], [0.17, 0.11, 0.17], [0.74, 0.47, -0.35], [0.01, -0.47, -0.32], [-0.42, -0.11, 0.10], [0.28, 0.71, 0.33], [0.10, 0.13, 0.04], [-0.91, -0.48, 1.18], [0.39, 0.11, -1.22], [1.06, -0.07, -0.48], [-0.29, -0.49, -0.46], [0.42, 0.14, -0.20], [0.18, -0.24, 0.74], [0.11, -0.67, 0.20], [-0.59, 0.34, -0.47], [0.47, 0.37, -0.34], [0.23, 0.00, -0.27], [0.05, -0.17, -0.16], [-0.27, -0.19, 0.19], [-0.33, 0.33, 0.50], [-0.74, -0.33, -0.02], [0.44, -0.41, 0.19], [0.12, 0.66, 0.38], [-0.12, -0.58, 0.17], [0.05, 0.48, 0.36], [-0.47, 0.19, -0.58], [0.70, -0.36, -0.05], [0.25, 0.01, 0.15], [-0.05, -0.32, -0.15], [-0.46, 0.71, -0.22], [0.05, 0.05, -0.05], [0.07, 0.11, 0.13], [0.01, -0.12, -0.11], [0.08, -0.15, -0.17], [-0.30, 0.35, 0.23], [0.34, 0.55, 0.13], [-0.58, -0.03, -0.21], [-0.18, -0.78, 0.08], [0.71, 1.08, 0.37], [-1.65, -2.66, -0.10], [0.43, 0.50, -0.54], [-0.26, 0.17, 0.14], [-0.14, -0.32, -0.18], [-0.55, -0.02, 0.12], [-0.52, 0.27, -0.06], [0.11, -0.29, 0.20], [-0.10, 0.29, -0.31], [0.05, -0.13, 0.06], [0.49, -0.38, 0.46], [-0.27, 0.20, -0.26], [-0.04, 0.76, -0.21], [-0.20, 0.09, 0.37], [0.24, 0.00, 0.19], [-0.37, -0.50, -0.28], [0.64, 0.29, -0.45], [-0.23, 0.50, -0.18], [-0.67, -0.48, -0.41], [-0.10, -0.03, 0.54], [-0.07, 0.33, -0.43], [-0.03, -0.07, 0.54], [0.59, 0.19, 0.00], [-0.07, 0.33, -0.20], [-0.27, 0.41, 0.35], [-0.09, -0.18, 0.45], [0.37, -0.58, 0.10], [0.15, 0.20, -0.63], [-0.13, -0.19, 0.29], [-0.72, -0.15, -0.13], [0.25, -0.43, -0.35], [0.07, -0.24, 0.53], [0.49, -0.20, -0.33], [0.33, 0.42, 0.10], [0.52, 0.48, -0.22], [0.39, 0.55, 0.60], [-0.47, 0.32, -0.33], [-0.10, -0.10, -0.34], [0.40, -0.24, -0.03], [0.26, 0.12, 0.52], [0.03, -0.29, -0.41], [0.35, -0.30, 0.35], [-0.50, -0.49, 0.31], [0.03, -0.26, -0.75], [0.06, 0.45, -0.04], [0.31, -0.14, 0.32], [0.07, 0.01, -0.19], [0.28, 0.05, 0.51], [0.44, 0.18, -0.32], [-0.24, 0.45, 0.13], [0.38, -0.05, 0.81], [-0.35, 0.14, 0.10], [-0.81, -0.79, -0.31]], "total_charge": -1, "spin_multiplicity": 1}


Entry 2:
{"formula": "C36H52O30", "method": "ωB97M-V with the def2-TZVPD basis set", "species": ["C", "C", "C", "O", "C", "O", "O", "H", "H", "H", "H", "H", "H", "C", "C", "C", "O", "C", "O", "O", "H", "H", "H", "H", "H", "H", "C", "C", "C", "O", "C", "O", "O", "H", "H", "H", "H", "H", "H", "C", "C", "C", "O", "C", "O", "O", "H", "H", "H", "H", "H", "H", "C", "C", "C", "O", "C", "O", "O", "H", "H", "H", "H", "H", "H", "C", "C", "C", "O", "C", "O", "O", "H", "H", "H", "H", "H", "H", "O", "C", "O", "C", "C", "O", "H", "H", "H", "H", "O", "C", "O", "C", "C", "O", "H", "H", "H", "H", "O", "C", "O", "C", "C", "O", "H", "H", "H", "H", "O", "C", "O", "C", "C", "O", "H", "H", "H", "H"], "positions_angstrom": [[3.624, -4.896, -3.849], [3.957, -3.456, -4.194], [3.826, -3.039, -5.652], [2.717, -2.142, -5.716], [2.267, -1.886, -4.466], [1.306, -1.219, -4.272], [2.962, -2.580, -3.549], [3.868, -4.944, -2.784], [4.255, -5.571, -4.424], [2.576, -5.189, -3.898], [4.848, -3.079, -3.703], [3.645, -3.878, -6.322], [4.698, -2.493, -6.014], [0.457, -0.709, 3.801], [0.121, -2.203, 3.626], [-0.188, -2.916, 4.931], [-1.572, -3.277, 4.850], [-2.054, -2.972, 3.629], [-3.169, -3.200, 3.268], [-1.119, -2.353, 2.913], [-0.204, -0.084, 3.210], [1.495, -0.663, 3.457], [0.567, -0.480, 4.859], [0.863, -2.705, 3.009], [0.040, -2.431, 5.875], [0.370, -3.859, 4.928], [-6.800, 3.737, 1.810], [-6.274, 3.917, 0.396], [-5.013, 4.790, 0.328], [-4.072, 4.016, -0.456], [-4.510, 2.705, -0.384], [-3.786, 1.836, -0.786], [-5.724, 2.627, 0.072], [-7.547, 2.948, 1.895], [-7.171, 4.664, 2.248], [-5.995, 3.378, 2.456], [-7.051, 4.225, -0.300], [-4.695, 5.068, 1.334], [-5.167, 5.718, -0.222], [4.647, 3.173, 2.507], [4.174, 2.609, 3.863], [4.639, 1.200, 4.146], [5.352, 1.275, 5.389], [5.403, 2.576, 5.775], [6.015, 2.961, 6.715], [4.801, 3.382, 4.877], [4.091, 2.784, 1.655], [5.721, 3.036, 2.388], [4.424, 4.242, 2.484], [3.084, 2.586, 3.844], [5.286, 0.801, 3.365], [3.769, 0.545, 4.170], [-1.832, 2.078, -4.081], [-0.498, 2.744, -4.406], [-0.575, 4.284, -4.435], [0.524, 4.754, -3.610], [0.995, 3.702, -2.920], [1.815, 3.746, -2.068], [0.391, 2.561, -3.314], [-1.606, 1.035, -3.857], [-2.373, 2.009, -5.030], [-2.413, 2.640, -3.358], [-0.059, 2.332, -5.316], [-1.502, 4.672, -4.016], [-0.377, 4.699, -5.421], [3.322, -2.992, -0.040], [4.328, -2.011, -0.650], [5.201, -1.317, 0.380], [6.476, -1.320, -0.222], [6.516, -2.204, -1.239], [7.504, -2.544, -1.810], [5.291, -2.683, -1.470], [2.707, -2.479, 0.700], [3.791, -3.905, 0.323], [2.561, -3.270, -0.775], [3.777, -1.295, -1.256], [5.186, -1.758, 1.379], [4.849, -0.283, 0.422], [-1.466, -4.006, 0.352], [-1.654, -4.110, -0.814], [-2.541, -4.897, -1.433], [-2.196, -4.960, -2.829], [-1.542, -3.582, -3.009], [-0.951, -3.391, -1.734], [-1.602, -5.839, -3.071], [-3.102, -5.018, -3.429], [-2.244, -2.781, -3.248], [-0.747, -3.506, -3.752], [2.413, 0.694, 1.286], [1.508, 0.462, 0.534], [0.316, 1.058, 0.494], [-0.578, 0.325, -0.387], [0.432, -0.281, -1.303], [1.611, -0.405, -0.492], [-1.266, -0.256, 0.228], [-1.204, 1.059, -0.896], [0.593, 0.273, -2.223], [0.220, -1.340, -1.448], [-3.941, 1.249, 3.697], [-3.161, 2.017, 3.236], [-3.391, 3.303, 2.988], [-2.226, 3.953, 2.488], [-1.167, 2.838, 2.612], [-1.940, 1.683, 2.785], [-2.342, 4.278, 1.456], [-1.934, 4.799, 3.109], [-0.446, 3.037, 3.411], [-0.522, 2.963, 1.741], [-4.762, -2.374, -2.130], [-4.694, -1.750, -1.114], [-5.787, -1.415, -0.396], [-5.389, -0.787, 0.804], [-3.872, -0.965, 0.825], [-3.527, -1.446, -0.497], [-5.623, 0.272, 0.932], [-5.913, -1.301, 1.612], [-3.613, -1.667, 1.613], [-3.513, 0.044, 1.009]], "atomic_forces_ev_per_a": [[0.63, 0.55, 0.95], [-1.21, 0.87, 0.40], [0.48, 0.19, -0.61], [0.17, -0.14, 0.31], [0.00, -1.10, -0.63], [-0.35, 0.66, 0.58], [-0.30, 0.13, -0.21], [0.17, -0.55, -0.07], [-0.02, -0.12, 0.11], [-0.08, 0.34, -0.57], [0.51, -0.69, -0.40], [-0.11, -0.02, 0.05], [0.08, -0.11, 0.06], [1.43, -1.33, -0.14], [-0.98, 1.08, 0.11], [0.43, -1.98, -0.12], [0.13, 0.21, 0.33], [-0.42, -0.03, 0.27], [0.30, 0.09, 0.07], [0.12, 0.37, -0.68], [0.03, 0.20, 0.23], [-0.17, 0.68, -0.38], [-0.72, 0.39, 0.00], [0.08, -0.09, 0.21], [-0.26, 0.49, -0.16], [-0.03, 0.00, 0.25], [0.13, 0.00, 0.49], [0.43, -0.06, 1.32], [-0.42, 0.82, -0.92], [-1.02, -0.20, 1.47], [2.49, 0.87, -1.58], [-0.79, -0.26, 0.51], [-1.10, -0.78, -0.27], [-0.29, 0.24, -0.37], [-0.16, 0.01, -0.17], [0.19, 0.21, -0.13], [0.12, -0.35, -0.26], [0.57, -0.44, -0.06], [-0.13, -0.02, 0.03], [-0.51, 0.31, 0.41], [0.55, 0.14, -2.04], [0.04, -0.71, -0.40], [-0.74, 0.17, -0.31], [0.90, -0.11, -0.27], [-0.23, 0.05, 0.33], [-0.78, -0.04, 0.51], [0.12, -0.49, 0.14], [0.01, -0.06, -0.08], [0.19, 0.06, 0.18], [-0.07, 0.72, 0.70], [0.29, 0.13, 0.12], [0.17, -0.22, 0.59], [0.78, -0.17, -1.49], [-0.68, 0.96, 0.59], [0.60, 0.45, -0.48], [-0.58, -0.56, -0.25], [-0.24, -0.18, -0.15], [0.40, 0.11, 0.38], [0.51, -0.63, 0.41], [-0.29, 0.07, 0.61], [-0.28, 0.22, 0.14], [0.05, -0.34, 0.31], [0.10, -0.03, 0.12], [-0.05, -0.02, -0.04], [-0.34, 0.00, -0.05], [-0.39, 0.27, -0.87], [-0.95, -0.74, 0.69], [-0.92, 1.14, -0.43], [0.88, -0.02, 0.12], [0.46, -0.14, 0.48], [-0.15, 0.18, -0.15], [-0.44, -0.43, -0.44], [0.43, -0.03, 0.39], [0.09, 0.15, 0.29], [0.28, -0.14, -0.24], [0.20, 0.02, -0.11], [0.27, -0.20, -0.15], [0.20, -0.04, 0.48], [-0.15, -0.25, 0.32], [0.44, 0.70, -0.28], [0.05, -0.77, -0.20], [-0.85, 1.10, -0.54], [0.60, -0.40, -0.65], [0.01, 0.20, 0.40], [0.41, 0.12, 0.35], [-0.18, -0.05, 0.28], [-0.32, -0.18, 0.38], [0.01, -0.36, 0.02], [-0.34, 0.02, 0.35], [0.53, 0.12, -1.06], [-0.27, 0.33, 1.05], [-0.29, 1.69, 0.20], [-0.36, -2.61, 0.00], [0.31, 0.78, 0.41], [0.52, -0.66, -0.14], [0.10, 0.04, 0.01], [0.29, 0.01, 0.14], [-0.46, 0.28, -0.92], [-0.12, 0.06, 0.03], [-0.06, -0.65, -0.51], [-0.75, 1.28, 0.19], [0.98, -0.39, 0.43], [0.75, 2.37, -0.52], [0.93, -0.81, -0.06], [-0.39, -0.13, -0.01], [-0.43, 0.09, 0.06], [-0.53, -0.45, 0.59], [-0.36, -1.33, -0.39], [0.21, 0.42, -0.28], [-0.06, -1.11, -0.14], [0.27, 0.60, -0.70], [-0.06, -0.30, 1.10], [-0.53, 0.41, 0.65], [-0.99, 0.43, 0.72], [-0.42, -0.06, -0.87], [0.29, -0.11, 0.05], [0.57, -0.10, -0.34], [0.91, -0.30, -0.22]], "spin_multiplicity": 1, "smiles": "C[C@H]1COC(=O)O1.C[C@H]1COC(=O)O1.C[C@H]1COC(=O)O1.C[C@H]1COC(=O)O1.C[C@H]1COC(=O)O1.C[C@H]1COC(=O)O1.O=C1OCCO1.O=C1OCCO1.O=C1OCCO1.O=C1OCCO1"}


In kcal per mole, the relative energy (zero: lowest compared OMol25 entry of this formula, charge and spin) values for the records above are, in order, 0.0 8.0.